[1]
A cluster of 11 separate species, H21O11 in total at a distorted geometry, computed with wB97M-V/def2-TZVPD.

Each line ends with the Löwdin charge.
Atoms and positions in Å:
O -0.89 -1.65 -0.76  -0.134
O 2.04 -1.19 3.93  -0.090
H 1.60 -0.46 3.51  -0.032
H 1.85 1.33 -0.62  -0.023
H -2.99 2.15 2.73  0.028
O -2.90 3.32 -0.26  -0.067
H -0.05 -1.51 -1.27  0.058
H -2.29 -1.24 -1.91  0.012
O 1.84 1.10 2.41  -0.171
O 0.80 2.06 0.28  -0.343
H -2.05 2.87 -0.24  0.004
H -1.96 1.30 3.26  0.019
H -0.19 1.29 -0.56  0.022
H -3.41 2.91 -0.95  0.025
O 2.68 -1.82 -3.31  -0.061
H 0.98 2.93 0.00  -0.033
O -0.88 0.97 -1.31  -0.175
O -2.68 1.25 2.64  -0.052
H 1.90 -0.14 -1.22  -0.041
H 2.40 -2.66 -2.92  0.035
H 2.09 -1.20 -2.84  0.009
H 0.06 -4.10 1.43  0.041
O -2.51 -0.81 -2.78  -0.104
H 2.82 -1.35 3.36  0.042
H -0.72 1.54 -2.09  0.076
H -1.33 -0.68 -0.80  0.078
H -0.30 -3.49 0.10  -0.017
H 1.84 0.50 1.63  0.026
O 2.29 0.71 -1.30  -0.109
H -2.12 0.05 -2.58  -0.016
O 0.24 -4.18 0.48  -0.077
H 1.61 1.95 1.83  0.068

Output
total charge: -1
E_HOMO: -6.64 eV
molecular weight: 197.157 g mol⁻¹
E: -840.27298 hartree

[2]
A structure of composition H22KrO11 at a distorted geometry, computed with wB97M-V/def2-TZVPD.

Each line ends with the Löwdin charge.
Atoms and positions in Å:
H 1.15 -1.00 -3.87  0.059
O -1.49 2.78 0.39  -0.090
O -2.43 1.74 -2.36  -0.048
H 1.89 1.92 3.30  0.059
H 1.68 -2.66 -1.92  -0.025
O 0.78 -1.89 2.75  -0.086
O -3.29 -0.47 -0.68  -0.065
H -1.33 -0.60 3.12  0.061
O -0.85 0.16 3.45  -0.039
H -1.71 2.51 -0.50  -0.021
O 0.93 -1.55 -3.12  -0.056
H -2.56 1.27 -3.18  0.040
H 2.67 -3.80 -1.90  0.053
Kr 0.11 -0.22 0.02  0.333
H 0.23 1.46 -2.72  -0.020
O 1.48 1.56 2.52  -0.065
H -4.08 -0.40 -1.22  0.048
H 1.55 2.13 -2.99  0.030
H 1.35 2.55 0.95  -0.024
H 1.33 4.06 0.85  0.054
H -0.55 2.94 0.37  -0.045
H -1.05 0.18 4.38  0.079
H -2.69 1.11 -1.68  -0.021
H 0.15 -1.27 3.12  -0.034
H 1.63 -1.46 2.84  0.051
H 0.03 -1.83 -3.27  0.057
H -3.09 -1.40 -0.66  0.043
H 1.29 -3.69 0.20  -0.036
O 1.21 3.26 0.33  -0.063
O 2.22 -3.18 -1.33  -0.056
O 0.66 2.31 -2.71  -0.057
H 0.64 1.22 2.82  -0.007
O 1.17 -4.19 1.01  -0.081
H 1.00 -3.53 1.68  -0.028

Output
E_HOMO: -9.87 eV
molecular weight: 281.965 g mol⁻¹
E: -3594.42758 hartree

[3]
A cluster of 12 separate species, H22NO14 in total at a distorted geometry, computed with wB97M-V/def2-TZVPD.

Each line ends with the Löwdin charge.
Atoms and positions in Å:
O 11.60 28.71 23.74  -0.088
H 13.08 32.55 23.35  -0.064
H 15.42 29.04 20.53  -0.020
O 13.98 29.52 21.90  -0.065
H 14.72 29.14 25.48  0.016
H 11.22 29.50 23.27  0.005
H 14.09 30.90 19.56  -0.011
O 13.28 26.72 22.18  -0.164
O 16.70 31.57 25.22  0.064
O 10.67 31.07 22.56  -0.103
H 12.51 28.84 23.52  -0.049
H 13.52 29.50 26.39  0.102
H 11.37 31.74 22.88  0.056
O 13.58 31.35 18.89  -0.016
O 15.09 33.78 24.96  -0.108
H 12.43 33.78 22.81  0.117
H 16.67 31.32 24.43  -0.118
O 12.75 33.34 23.65  -0.042
N 14.59 30.19 22.80  -0.486
H 13.31 26.32 21.27  0.032
O 15.76 30.39 22.61  0.022
H 9.77 31.37 22.91  0.092
O 16.10 28.82 19.89  -0.074
O 13.91 30.98 23.51  -0.020
O 16.16 31.85 20.44  0.031
H 16.34 32.78 20.84  0.126
H 14.17 33.64 24.62  -0.009
H 13.55 27.77 22.17  0.063
H 15.71 29.22 19.05  0.073
H 17.68 28.86 21.60  0.052
H 15.25 32.82 24.90  -0.022
H 14.19 31.37 18.22  -0.023
O 14.22 28.74 26.24  -0.129
H 17.19 30.86 25.57  0.048
O 18.70 28.99 21.64  -0.094
H 18.99 29.51 20.92  0.000
H 16.08 31.26 20.97  -0.193

Output
total charge: -1
E_HOMO: -7.17 eV
molecular weight: 260.169 g mol⁻¹
E: -1121.16836 hartree

The following frontier orbital gap values (in Ha) correspond, in order, to the records above: 0.3493, 0.3560, 0.3547.
The following ΔE to the lowest compared entry with this formula, charge and spin values (in eV) correspond, in order, to the records above: 1.942, 1.058, 4.740.